Entry 1:
C5H7NO | ωB97M-V/def2-TZVPD

total charge = 0
orbital gap (alpha / beta) = 6.564 / 8.863 eV
highest occupied orbital energy (alpha / beta) = -6.40 / -7.98 eV
total energy = -8830.670 eV

Last column: Mulliken charge in e.
CARTESIAN COORDINATES (ANGSTROEM)
N (-2.399, 0.372, 0.476)  -0.65
C (-1.245, 0.033, 0.125)  0.30
O (-1.004, -1.002, -0.794)  -0.38
C (0.316, -1.299, -0.799)  -0.46
C (0.995, -0.630, 0.274)  -0.63
C (0.785, 1.593, -0.114)  -1.13
C (0.089, 0.575, 0.634)  0.53
H (-3.106, -0.210, 0.026)  0.28
H (0.692, -1.809, -1.678)  0.46
H (0.631, -1.737, 0.607)  0.23
H (2.076, -0.591, 0.338)  0.47
H (0.831, 1.543, -1.197)  0.35
H (1.323, 2.378, 0.400)  0.32
H (0.014, 0.784, 1.701)  0.32

***

Entry 2:
C4H7NO | ωB97M-V/def2-TZVPD

total charge = 0
orbital gap = 9.114 eV
highest occupied orbital energy = -8.26 eV
total energy = -7794.250 eV

Last column: Mulliken charge in e.
CARTESIAN COORDINATES (ANGSTROEM)
O (-2.706, -0.740, 1.434)  -0.54
C (-1.895, -0.290, 0.642)  0.01
C (-0.613, 0.294, 0.962)  -0.84
N (0.301, 0.547, -0.221)  -0.06
C (0.733, -0.425, -1.190)  -0.37
C (1.686, 0.181, -0.213)  -0.45
H (-2.122, -0.242, -0.453)  0.29
H (-0.103, 0.049, 1.899)  0.31
H (-0.426, 1.401, 0.254)  0.62
H (0.722, -0.082, -2.220)  0.24
H (0.380, -1.431, -0.995)  0.28
H (1.996, -0.435, 0.627)  0.27
H (2.389, 0.945, -0.534)  0.24

***

Copy entry 2 word for word.
C4H7NO | ωB97M-V/def2-TZVPD

total charge = 0
orbital gap = 9.114 eV
highest occupied orbital energy = -8.26 eV
total energy = -7794.250 eV

Last column: Mulliken charge in e.
CARTESIAN COORDINATES (ANGSTROEM)
O (-2.706, -0.740, 1.434)  -0.54
C (-1.895, -0.290, 0.642)  0.01
C (-0.613, 0.294, 0.962)  -0.84
N (0.301, 0.547, -0.221)  -0.06
C (0.733, -0.425, -1.190)  -0.37
C (1.686, 0.181, -0.213)  -0.45
H (-2.122, -0.242, -0.453)  0.29
H (-0.103, 0.049, 1.899)  0.31
H (-0.426, 1.401, 0.254)  0.62
H (0.722, -0.082, -2.220)  0.24
H (0.380, -1.431, -0.995)  0.28
H (1.996, -0.435, 0.627)  0.27
H (2.389, 0.945, -0.534)  0.24